Here is a 2-piece molecular cluster, C10H13B2F2N3O6S overall from the OMol25 dataset. Energies are from ωB97M-V/def2-TZVPD.

The geometry in XYZ format:
```
37
Properties=species:S:1:pos:R:3:forces:R:3
C 4.632036 -1.163847 -0.836618 -0.13 -0.05 0.05
C 3.645465 -1.684114 -1.852314 -0.24 0.30 0.17
O 2.521327 -0.734184 -1.896149 -0.05 -0.78 0.19
B 1.370965 -1.343613 -2.258253 0.44 0.31 -0.40
O 1.174737 -1.821647 -3.512857 -0.45 -0.02 0.58
N 0.228606 -1.467764 -1.253053 0.56 0.75 -1.13
C -0.047315 -2.414397 -0.291592 -0.38 0.21 0.19
C -1.194971 -2.019032 0.311752 0.64 -0.64 -0.02
N -1.593716 -0.860089 -0.289517 -0.67 0.87 0.11
C -2.812544 -0.108695 0.073092 -0.63 -0.24 -0.67
C -3.706586 0.127745 -1.165691 1.03 0.09 0.19
C -0.714650 -0.516370 -1.233716 -0.39 -1.06 0.86
N -0.741089 0.610555 -2.037132 0.18 0.55 0.65
C -0.142303 1.580383 -1.520823 0.27 -0.96 -0.49
S 0.774150 2.612325 -0.883289 -0.13 0.64 0.15
H 5.144391 -0.289626 -1.233201 0.11 -0.02 0.07
H 5.347379 -1.935058 -0.552658 0.13 0.04 -0.19
H 4.103230 -0.872133 0.070224 -0.03 0.02 -0.02
H 4.061768 -1.786896 -2.853335 0.03 0.07 -0.01
H 3.231673 -2.654267 -1.556042 0.22 -0.04 0.05
H 0.264921 -2.134275 -3.596921 0.14 -0.19 -0.35
H 0.582041 -3.263592 -0.102188 0.05 0.00 -0.06
H -1.711646 -2.498949 1.122140 -0.20 0.26 0.04
H -2.539718 0.822782 0.559897 0.05 -0.12 0.24
H -3.348397 -0.757845 0.757711 0.18 0.17 0.33
H -4.752617 0.154261 -0.880832 -0.04 0.07 -0.05
H -3.516790 -0.661724 -1.893243 -0.34 -0.12 0.01
H -3.402064 1.057232 -1.640986 -0.32 0.09 -0.08
B -1.328120 3.719447 3.594204 -0.26 0.80 0.21
O -1.935081 2.404225 3.172638 0.30 -0.13 -0.06
C -0.984602 1.516027 3.059747 -0.56 -0.16 -0.06
O -1.137628 0.364844 2.722202 0.09 -0.23 -0.27
C 0.358732 2.174155 3.396815 0.69 0.34 0.21
O 1.428239 1.621736 3.369989 -0.13 -0.12 -0.14
O 0.141990 3.433029 3.696624 -0.26 -0.38 -0.15
F -1.837029 4.112226 4.814267 0.06 -0.14 -0.07
F -1.564781 4.677137 2.619098 0.07 -0.18 -0.07
```
Positions in Å, forces in eV/Å.

Gap between HOMO and LUMO in eV: 8.0
Strongest force on any atom in eV/A: 1.47
HOMO in eV: -9.068